No. 1
{"formula": "C41H39Br5N7O4S2Tl", "method": "ωB97M-V/def2-TZVPD", "species": ["Tl", "C", "O", "C", "C", "C", "Br", "C", "C", "C", "O", "C", "N", "C", "C", "C", "C", "C", "C", "N", "H", "H", "H", "H", "H", "H", "H", "H", "H", "H", "H", "Br", "C", "C", "Br", "C", "Br", "C", "O", "C", "O", "C", "Br", "N", "C", "C", "C", "C", "C", "C", "C", "C", "C", "C", "C", "C", "H", "H", "H", "H", "H", "H", "H", "H", "H", "H", "C", "N", "C", "C", "S", "N", "C", "C", "H", "H", "H", "H", "H", "H", "H", "H", "H", "H", "H", "H", "C", "N", "C", "C", "N", "C", "S", "H", "H", "H", "H", "H", "H"], "positions_angstrom": [[-1.18, 0.81, -0.21], [-1.71, -0.27, 3.55], [-1.36, -1.05, 2.41], [-1.22, -2.38, 2.54], [-1.45, -3.10, 3.71], [-1.27, -4.47, 3.71], [-1.61, -5.43, 5.32], [-0.89, -5.17, 2.59], [-0.66, -4.45, 1.41], [-0.80, -3.07, 1.38], [-0.60, -2.35, 0.24], [-0.31, -5.22, 0.21], [0.11, -6.46, 0.21], [0.24, -6.79, -1.13], [0.66, -7.97, -1.72], [0.70, -8.03, -3.10], [0.33, -6.93, -3.89], [-0.08, -5.74, -3.32], [-0.13, -5.69, -1.94], [-0.47, -4.70, -1.05], [-0.99, -0.44, 4.36], [-2.72, -0.50, 3.88], [-1.62, 0.77, 3.21], [-1.77, -2.59, 4.61], [-0.76, -6.24, 2.59], [0.37, -2.26, 0.06], [0.94, -8.82, -1.11], [1.03, -8.94, -3.59], [0.38, -7.01, -4.97], [-0.37, -4.89, -3.93], [-0.79, -3.76, -1.24], [-5.51, 0.17, -6.31], [-4.71, 0.89, -4.74], [-5.22, 2.01, -4.14], [-6.75, 2.88, -4.84], [-4.61, 2.48, -2.96], [-5.24, 4.07, -2.10], [-3.51, 1.87, -2.37], [-2.97, 2.32, -1.28], [-2.97, 0.67, -2.99], [-2.00, 0.05, -2.44], [-3.60, 0.24, -4.18], [-2.85, -1.31, -4.98], [1.61, 0.96, 1.97], [1.75, 1.12, 3.32], [2.57, 0.26, 4.05], [2.77, 0.42, 5.41], [2.14, 1.46, 6.08], [1.32, 2.32, 5.35], [1.11, 2.20, 3.98], [0.18, 3.15, 3.29], [0.16, 4.47, 3.75], [-0.82, 5.35, 3.31], [-1.77, 4.90, 2.41], [-1.68, 3.60, 1.91], [-0.70, 2.67, 2.29], [1.80, 0.04, 1.60], [0.76, 1.39, 1.61], [3.05, -0.56, 3.53], [3.40, -0.27, 5.95], [2.26, 1.60, 7.14], [0.79, 3.11, 5.88], [0.90, 4.81, 4.46], [-0.84, 6.37, 3.67], [-2.56, 5.56, 2.07], [-2.43, 3.32, 1.16], [1.47, 0.34, -3.70], [1.63, -0.77, -2.76], [0.59, -1.78, -2.87], [2.51, -0.78, -1.77], [2.43, -1.83, -0.45], [3.56, 0.11, -1.91], [4.37, -0.05, -3.10], [4.35, 0.42, -0.73], [0.44, 0.68, -3.63], [1.68, 0.00, -4.71], [2.13, 1.15, -3.42], [0.34, -1.90, -3.92], [-0.32, -1.44, -2.36], [0.95, -2.72, -2.46], [3.76, -0.36, -3.94], [5.16, -0.81, -2.94], [4.85, 0.90, -3.35], [3.70, 0.72, 0.09], [4.99, 1.27, -0.98], [4.97, -0.42, -0.42], [1.48, 5.49, 0.36], [0.26, 5.24, -0.37], [-0.86, 6.05, -0.38], [-1.83, 5.37, -1.02], [-1.30, 4.16, -1.41], [-0.01, 4.08, -1.01], [1.07, 2.80, -1.24], [1.61, 6.57, 0.47], [2.32, 5.07, -0.19], [1.43, 5.02, 1.34], [-0.86, 7.01, 0.09], [-2.86, 5.60, -1.21], [-1.89, 3.36, -1.71]], "fmax_ev_per_a": 0.9, "relative_energy_ev": 0.8215, "homo_lumo_gap_ha": 0.1959, "homo_ev": -1.73, "total_charge": -2, "total_energy_ev": -438350.5396}



No. 2
{"formula": "C48H59GeNO6PPbSi2", "method": "ωB97M-V/def2-TZVPD", "species": ["Pb", "C", "O", "C", "C", "O", "C", "H", "H", "H", "H", "H", "H", "H", "H", "H", "H", "O", "C", "O", "C", "P", "C", "C", "C", "C", "C", "C", "C", "C", "C", "C", "C", "C", "H", "H", "H", "H", "H", "H", "H", "H", "H", "H", "H", "H", "C", "Si", "C", "C", "C", "C", "C", "C", "C", "C", "N", "Si", "C", "C", "C", "H", "H", "H", "H", "H", "H", "H", "H", "H", "H", "H", "H", "H", "H", "H", "H", "H", "H", "H", "H", "H", "H", "O", "O", "C", "C", "C", "C", "C", "C", "Ge", "C", "C", "C", "C", "C", "C", "C", "C", "C", "C", "C", "C", "H", "H", "H", "H", "H", "H", "H", "H", "H", "H", "H", "H", "H", "H", "H"], "positions_angstrom": [[-0.40, -0.28, -1.33], [2.27, 1.85, -1.53], [1.11, 1.35, -2.23], [0.67, 2.14, -3.33], [0.29, 3.52, -2.92], [-0.69, 3.47, -1.88], [-1.54, 4.61, -2.00], [3.18, 1.83, -2.08], [2.38, 1.14, -0.67], [2.06, 2.83, -1.11], [-0.21, 1.66, -3.84], [1.47, 2.20, -4.06], [-0.09, 4.07, -3.82], [1.06, 4.16, -2.48], [-0.95, 5.51, -2.14], [-2.13, 4.72, -1.07], [-2.22, 4.41, -2.81], [-2.73, 1.96, -4.06], [-2.63, 1.47, -2.95], [-1.86, 0.41, -2.73], [-3.42, 1.95, -1.83], [-2.93, 1.29, -0.23], [-3.78, 2.28, 1.05], [-2.94, 3.08, 1.85], [-3.47, 3.83, 2.83], [-4.84, 3.81, 3.05], [-5.68, 2.99, 2.31], [-5.17, 2.20, 1.28], [-3.63, -0.40, -0.18], [-2.98, -1.34, 0.83], [-3.98, -2.34, 1.36], [-4.56, -3.05, 0.41], [-4.07, -2.55, -0.96], [-4.29, -1.10, -1.09], [-4.44, 1.74, -2.05], [-3.41, 3.04, -1.80], [-1.87, 3.10, 1.68], [-2.80, 4.50, 3.38], [-5.30, 4.37, 3.83], [-6.74, 2.93, 2.56], [-5.83, 1.59, 0.69], [-2.34, -0.91, 1.57], [-4.10, -2.49, 2.43], [-5.26, -3.85, 0.59], [-4.47, -3.12, -1.80], [-4.64, -0.60, -1.98], [3.04, -0.91, -3.93], [3.20, -2.24, -2.59], [4.26, -3.70, -3.24], [3.98, -1.49, -1.08], [1.56, -3.06, -2.10], [0.48, -3.11, -3.10], [0.29, -4.19, -3.95], [-0.72, -4.19, -4.91], [-1.58, -3.13, -4.99], [-1.35, -2.07, -4.11], [-0.36, -2.04, -3.20], [1.43, -4.13, -0.59], [0.13, -5.46, -0.76], [1.10, -3.00, 0.88], [2.93, -5.13, -0.23], [4.09, -0.57, -4.15], [2.47, -0.06, -3.54], [2.57, -1.21, -4.88], [4.81, -4.16, -2.42], [4.89, -3.53, -4.14], [3.49, -4.41, -3.56], [4.93, -1.11, -1.44], [4.24, -2.12, -0.25], [3.52, -0.57, -0.69], [0.96, -5.08, -3.83], [-0.70, -5.02, -5.63], [-2.41, -3.07, -5.67], [-2.01, -1.22, -4.14], [-0.84, -5.21, -1.21], [-0.17, -5.98, 0.15], [0.65, -6.19, -1.41], [1.80, -2.15, 0.93], [1.34, -3.67, 1.74], [0.04, -2.73, 0.93], [3.16, -5.53, -1.23], [2.60, -5.95, 0.45], [3.80, -4.64, 0.20], [-2.03, -2.15, 0.00], [-2.67, -2.91, -1.05], [5.85, 0.33, 2.43], [5.41, 1.61, 2.62], [4.08, 1.90, 2.97], [3.19, 0.85, 3.13], [3.65, -0.47, 2.94], [4.98, -0.74, 2.60], [1.37, 1.41, 3.31], [-0.10, 0.27, 3.77], [0.27, -1.01, 4.10], [-0.59, -1.81, 4.84], [-1.81, -1.30, 5.24], [-2.26, -0.08, 4.77], [-1.41, 0.72, 4.03], [1.20, 3.27, 2.88], [1.70, 4.19, 3.77], [1.39, 5.52, 3.60], [0.69, 5.95, 2.49], [0.32, 5.05, 1.54], [0.50, 3.70, 1.74], [6.84, 0.20, 2.02], [6.04, 2.44, 2.43], [3.85, 2.91, 2.99], [2.95, -1.27, 2.86], [5.14, -1.82, 2.30], [1.17, -1.45, 3.76], [-0.31, -2.78, 5.19], [-2.49, -1.86, 5.87], [-3.30, 0.25, 4.99], [-1.78, 1.67, 3.70], [2.27, 3.83, 4.63], [1.75, 6.24, 4.31], [0.44, 6.97, 2.42], [-0.18, 5.49, 0.72], [0.18, 2.99, 1.00]], "fmax_ev_per_a": 2.8, "homo_lumo_gap_ha": [0.2186, 0.2342], "spin_multiplicity": 2, "homo_ev": [-12.68, -13.11], "total_charge": 2, "total_energy_ev": -151297.3732}



No. 3
{"formula": "C28H30ClN8O7Tl", "method": "ωB97M-V/def2-TZVPD", "species": ["Tl", "N", "C", "C", "O", "N", "C", "C", "O", "O", "H", "H", "H", "H", "H", "H", "O", "N", "O", "C", "C", "C", "C", "C", "C", "N", "C", "C", "N", "C", "C", "C", "C", "H", "H", "H", "H", "H", "H", "H", "Cl", "C", "C", "C", "C", "O", "C", "C", "O", "C", "H", "H", "H", "H", "C", "N", "C", "C", "N", "N", "C", "C", "H", "H", "H", "H", "H", "H", "H", "H", "H", "H", "H", "H", "H"], "positions_angstrom": [[0.44, 2.31, 0.08], [-1.02, 0.40, -0.67], [-2.43, 0.78, -0.58], [-2.73, 1.45, 0.77], [-3.81, 1.13, 1.33], [-1.81, 2.30, 1.16], [-2.01, 2.97, 2.42], [-0.98, 2.63, 3.52], [-1.02, 3.33, 4.55], [-0.21, 1.65, 3.30], [-0.72, 0.18, -1.61], [-0.79, -0.34, -0.01], [-3.11, -0.07, -0.69], [-2.62, 1.49, -1.38], [-3.00, 2.75, 2.83], [-1.96, 4.06, 2.28], [5.87, -4.55, -1.02], [5.23, -3.76, -1.71], [5.30, -3.74, -2.92], [4.34, -2.80, -1.02], [4.32, -2.91, 0.33], [3.52, -2.04, 1.12], [3.47, -2.14, 2.53], [2.68, -1.27, 3.22], [1.94, -0.30, 2.51], [1.98, -0.19, 1.19], [2.74, -1.05, 0.50], [2.74, -0.96, -0.95], [1.93, -0.03, -1.48], [1.89, 0.13, -2.78], [2.67, -0.65, -3.65], [3.49, -1.62, -3.13], [3.55, -1.82, -1.74], [4.92, -3.66, 0.81], [4.06, -2.90, 3.03], [2.60, -1.31, 4.30], [1.29, 0.40, 3.02], [1.24, 0.92, -3.14], [2.63, -0.48, -4.71], [4.08, -2.23, -3.79], [-1.78, 7.26, -5.87], [-1.36, 5.77, -5.02], [-2.39, 4.95, -4.51], [-2.08, 3.80, -3.85], [-0.72, 3.36, -3.62], [-0.50, 2.32, -2.95], [0.30, 4.21, -4.20], [1.72, 3.91, -4.21], [2.30, 2.92, -3.84], [-0.06, 5.40, -4.86], [-3.42, 5.25, -4.64], [-2.86, 3.17, -3.44], [2.32, 4.75, -4.66], [0.73, 6.02, -5.27], [-1.10, -4.23, 2.64], [-1.57, -3.21, 1.71], [-0.75, -3.17, 0.52], [-1.72, -1.94, 2.34], [-0.92, -1.00, 2.08], [-2.73, -1.91, 3.29], [-2.86, -0.67, 4.05], [-3.98, -2.59, 3.05], [-0.06, -4.03, 2.95], [-1.14, -5.21, 2.16], [-1.73, -4.24, 3.53], [-0.76, -4.15, 0.05], [0.29, -2.88, 0.73], [-1.15, -2.44, -0.19], [-1.11, -0.08, 2.50], [-1.89, -0.36, 4.44], [-3.53, -0.86, 4.89], [-3.26, 0.14, 3.43], [-3.83, -3.40, 2.34], [-4.73, -1.90, 2.65], [-4.37, -3.01, 3.99]], "fmax_ev_per_a": 0.5, "relative_energy_ev": 0.7503, "homo_lumo_gap_ha": 0.1819, "homo_ev": -2.12, "total_charge": -2, "total_energy_ev": -72992.7483}



No. 4
{"formula": "C5H33NO12", "method": "ωB97M-V/def2-TZVPD", "species": ["C", "C", "N", "C", "C", "C", "H", "H", "H", "H", "H", "H", "H", "H", "H", "H", "H", "O", "H", "H", "O", "H", "H", "O", "H", "H", "O", "H", "H", "O", "H", "H", "O", "H", "H", "O", "H", "H", "O", "H", "H", "O", "H", "H", "O", "H", "H", "O", "H", "H", "O"], "positions_angstrom": [[0.59, 1.27, -1.36], [-0.22, 1.96, -0.56], [-0.21, 1.95, 0.80], [0.56, 1.38, -2.90], [-0.70, 0.83, -3.49], [-0.93, -0.49, -3.34], [1.23, 0.49, -0.94], [-0.96, 2.76, -0.85], [0.39, 1.34, 1.40], [-0.98, 2.25, 1.35], [1.46, 1.05, -3.45], [0.64, 2.48, -3.06], [-1.39, 1.43, -4.07], [-1.79, -1.04, -3.70], [-0.38, -1.22, -2.82], [0.41, -2.31, 2.85], [-0.17, -3.18, 1.79], [-0.46, -2.49, 2.48], [2.79, -0.36, -2.24], [2.26, -0.22, -0.80], [3.04, -0.12, -1.34], [-0.30, -5.19, 0.82], [-0.29, -3.94, -0.23], [0.08, -4.33, 0.59], [1.40, 0.23, 2.12], [2.32, -0.97, 1.74], [1.86, -0.20, 1.38], [3.94, -3.59, 0.82], [4.24, -2.43, -0.16], [4.64, -3.09, 0.41], [-5.19, 0.88, 1.21], [-3.85, 0.19, 0.93], [-4.33, 0.68, 1.62], [-3.33, -0.36, -1.04], [-2.56, 0.81, -1.62], [-3.45, 0.54, -1.38], [-3.07, 2.99, 3.12], [-3.13, 1.83, 2.11], [-2.51, 2.45, 2.54], [0.25, 4.19, 2.01], [1.69, 3.90, 1.99], [1.03, 4.29, 2.57], [1.36, -2.32, -4.50], [2.74, -1.93, -4.04], [1.84, -2.01, -3.71], [1.12, 0.94, 4.72], [2.09, 2.03, 4.35], [1.67, 1.23, 3.98], [-1.47, -1.22, 1.28], [-1.94, -2.14, 0.16], [-2.06, -1.24, 0.49]], "fmax_ev_per_a": 2.5, "relative_energy_ev": 2.0847, "homo_lumo_gap_ha": [0.0907, 0.2687], "spin_multiplicity": 2, "homo_ev": [-0.06, -4.96], "total_charge": -1, "total_energy_ev": -31778.6241}



Please write out number 3 again, unchanged.
{"formula": "C28H30ClN8O7Tl", "method": "ωB97M-V/def2-TZVPD", "species": ["Tl", "N", "C", "C", "O", "N", "C", "C", "O", "O", "H", "H", "H", "H", "H", "H", "O", "N", "O", "C", "C", "C", "C", "C", "C", "N", "C", "C", "N", "C", "C", "C", "C", "H", "H", "H", "H", "H", "H", "H", "Cl", "C", "C", "C", "C", "O", "C", "C", "O", "C", "H", "H", "H", "H", "C", "N", "C", "C", "N", "N", "C", "C", "H", "H", "H", "H", "H", "H", "H", "H", "H", "H", "H", "H", "H"], "positions_angstrom": [[0.44, 2.31, 0.08], [-1.02, 0.40, -0.67], [-2.43, 0.78, -0.58], [-2.73, 1.45, 0.77], [-3.81, 1.13, 1.33], [-1.81, 2.30, 1.16], [-2.01, 2.97, 2.42], [-0.98, 2.63, 3.52], [-1.02, 3.33, 4.55], [-0.21, 1.65, 3.30], [-0.72, 0.18, -1.61], [-0.79, -0.34, -0.01], [-3.11, -0.07, -0.69], [-2.62, 1.49, -1.38], [-3.00, 2.75, 2.83], [-1.96, 4.06, 2.28], [5.87, -4.55, -1.02], [5.23, -3.76, -1.71], [5.30, -3.74, -2.92], [4.34, -2.80, -1.02], [4.32, -2.91, 0.33], [3.52, -2.04, 1.12], [3.47, -2.14, 2.53], [2.68, -1.27, 3.22], [1.94, -0.30, 2.51], [1.98, -0.19, 1.19], [2.74, -1.05, 0.50], [2.74, -0.96, -0.95], [1.93, -0.03, -1.48], [1.89, 0.13, -2.78], [2.67, -0.65, -3.65], [3.49, -1.62, -3.13], [3.55, -1.82, -1.74], [4.92, -3.66, 0.81], [4.06, -2.90, 3.03], [2.60, -1.31, 4.30], [1.29, 0.40, 3.02], [1.24, 0.92, -3.14], [2.63, -0.48, -4.71], [4.08, -2.23, -3.79], [-1.78, 7.26, -5.87], [-1.36, 5.77, -5.02], [-2.39, 4.95, -4.51], [-2.08, 3.80, -3.85], [-0.72, 3.36, -3.62], [-0.50, 2.32, -2.95], [0.30, 4.21, -4.20], [1.72, 3.91, -4.21], [2.30, 2.92, -3.84], [-0.06, 5.40, -4.86], [-3.42, 5.25, -4.64], [-2.86, 3.17, -3.44], [2.32, 4.75, -4.66], [0.73, 6.02, -5.27], [-1.10, -4.23, 2.64], [-1.57, -3.21, 1.71], [-0.75, -3.17, 0.52], [-1.72, -1.94, 2.34], [-0.92, -1.00, 2.08], [-2.73, -1.91, 3.29], [-2.86, -0.67, 4.05], [-3.98, -2.59, 3.05], [-0.06, -4.03, 2.95], [-1.14, -5.21, 2.16], [-1.73, -4.24, 3.53], [-0.76, -4.15, 0.05], [0.29, -2.88, 0.73], [-1.15, -2.44, -0.19], [-1.11, -0.08, 2.50], [-1.89, -0.36, 4.44], [-3.53, -0.86, 4.89], [-3.26, 0.14, 3.43], [-3.83, -3.40, 2.34], [-4.73, -1.90, 2.65], [-4.37, -3.01, 3.99]], "fmax_ev_per_a": 0.5, "relative_energy_ev": 0.7503, "homo_lumo_gap_ha": 0.1819, "homo_ev": -2.12, "total_charge": -2, "total_energy_ev": -72992.7483}